Entry 1:
Entry from the OMol25 dataset: a structure of composition C49H44AsN5S3SeV (ωB97M-V with the def2-TZVPD basis set).

2S+1: 4
E_HOMO (alpha / beta) (eV): -0.93 / -1.32
⟨S²⟩: 3.77
DFT total energy (Ha): -8943.2437
Orbital gap (alpha / beta) (eV): 4.7 / 5.1
Charge: -2
LUMO energy (alpha / beta) (Eh): 0.1403 / 0.1403
Max |F| (Eh/bohr): 0.0110

Last column: Mulliken charge in e.
Geometry (Å):
C -5.566169 2.219379 -4.408496  -0.47
C -2.653866 -1.968088 4.487521  -1.48
C -2.119231 -0.986157 -1.755486  -0.14
H -3.265720 -1.619756 5.328530  0.33
C -1.067400 4.447040 -4.644496  0.01
H -0.850493 -4.312707 -3.194052  0.40
C -1.979464 0.903053 2.180643  1.01
C 1.915047 -1.633006 0.004144  -0.42
H 2.680289 5.112394 -4.031870  0.38
C -0.195648 1.178155 -6.095499  -0.06
H -0.052720 2.924162 2.917206  0.32
C -2.813602 -0.147617 2.645846  0.70
C -4.774040 1.374336 -5.171625  -0.53
C -1.202819 -3.362117 -2.805473  -0.78
S 5.110770 1.529449 4.629920  -0.41
H -0.482994 2.200247 -6.316322  0.42
N 3.576027 -2.115875 4.553057  -0.90
H 3.825259 -0.877866 -2.746139  0.39
C 5.509886 -0.474430 7.120018  -0.52
H -5.213164 0.801479 -5.979630  0.35
H 0.364463 -1.566786 4.979225  0.31
H -4.448665 0.063062 1.263934  0.39
H 0.803124 1.846706 1.814649  0.20
C 5.702415 -0.614468 8.487137  -0.59
H -2.815277 0.562581 -5.483736  0.33
H 4.900335 -3.199751 0.689525  0.40
C 0.324386 1.903164 2.796104  -1.78
C 4.444336 0.039255 4.295641  0.13
H 1.050865 -1.576168 -7.622339  0.37
H -0.287294 -0.246381 5.953547  0.31
C 3.556811 -1.878184 7.275929  -0.16
H 0.358165 -3.271801 -1.343685  0.47
C 3.577441 -1.316127 -1.783407  -0.41
H -5.613544 3.572505 -2.740202  0.38
C 1.627398 4.930136 -4.209572  -0.65
H -3.217838 3.321735 -2.236279  0.41
C -3.648192 2.786918 -3.077172  -0.42
C -2.411331 -3.976701 1.509027  0.13
N 4.188855 -1.009232 5.115231  0.67
N -0.297817 -0.804199 -0.254461  -0.39
C 4.191050 -2.601099 0.127237  0.03
C -4.999705 2.926474 -3.356007  -0.72
C 0.670540 -0.942873 -6.829346  -0.50
C -2.799723 -1.585872 -2.792969  -0.20
H 1.608475 -0.501724 -1.806283  0.48
C -2.839384 1.957261 -3.852999  0.26
H -3.269463 -2.627210 3.873974  0.32
C -0.492706 5.636011 -5.080253  -0.63
C 4.430071 -1.104820 6.514144  0.45
C -2.118624 -0.819219 3.688716  0.56
H -0.051392 -1.024160 -3.526840  0.69
S 2.604561 -3.098428 2.268796  -0.15
H 1.656999 3.018674 -3.245283  0.49
H -2.730062 2.808891 1.498603  0.44
H 1.303498 6.805856 -5.207034  0.34
C 2.938807 -2.372037 0.697680  -0.40
H 2.726160 -2.366895 6.789650  0.43
C -0.780655 0.896691 2.941880  0.18
C 2.328024 -1.104429 -1.274032  -0.10
C 3.762325 -2.007443 8.638349  -0.66
H -3.005103 1.473274 0.374716  0.23
H 1.104733 1.759648 3.544109  0.41
H -6.624183 2.313873 -4.620721  0.35
C -2.295816 1.886837 1.093848  -1.82
C 1.049092 3.749795 -3.768489  -0.36
H 6.546751 -0.119161 8.950588  0.34
As -0.972730 1.763651 -3.298330  0.67
S 3.896410 -0.380086 2.698407  -0.01
C 0.555582 -1.435927 -5.539556  -1.02
H 0.375708 0.753315 -8.117230  0.39
C -0.870643 -0.175383 3.878838  1.38
H 0.832421 -2.456780 -5.307888  0.48
H 5.522323 -2.264935 -1.525743  0.33
H 6.185029 0.121020 6.527772  0.31
H 1.038305 0.051281 4.835646  0.22
C 4.543176 -2.083573 -1.102530  -0.84
H -2.496977 -0.086536 -1.281681  0.31
H -1.396125 2.150612 0.534495  0.25
Se -3.514860 -5.403208 1.495395  -0.38
C -2.337056 -2.778281 -3.354795  -0.88
H -2.120159 4.265999 -4.825854  0.27
H -4.226449 -1.577193 1.862155  0.26
H -2.872963 -3.256856 -4.165307  0.35
C 0.855656 5.879813 -4.867262  -0.40
N -1.722223 -3.042208 1.554228  -0.77
C 3.351825 -1.918752 3.301207  0.50
C -0.305873 0.690567 -4.793633  -0.24
H -3.716527 -1.133512 -3.157504  0.47
C 4.834158 -1.374937 9.254237  -0.41
C -0.303189 3.488164 -3.987451  -0.31
C 0.109548 -0.504823 4.964866  -1.68
H -1.103186 6.371585 -5.591191  0.38
C -3.418654 1.242208 -4.895099  -0.18
C -4.177385 -0.522556 2.143808  -1.79
C 0.290506 0.366001 -7.108369  -0.69
H -1.844899 -2.576563 4.895894  0.29
H -4.946740 -0.349155 2.904760  0.32
C -0.502629 -2.771166 -1.762487  -0.26
C 0.067005 -0.621433 -4.524993  0.00
N 0.719266 -1.438323 0.507635  0.24
V -0.914901 -1.089706 1.734740  0.31
C -0.927427 -1.538805 -1.218457  0.26
H 4.989562 -1.475378 10.321131  0.36
H 3.072212 -2.604410 9.221184  0.35

Atoms 1-6, force components in eV/Å:
-0.0033 -0.0019 0.0005
0.0229 -0.0165 -0.0031
-0.0072 0.0172 0.0135
-0.0005 -0.0024 0.0001
0.0060 -0.0087 -0.0142
-0.0025 -0.0032 0.0053

Entry 2:
Entry from the OMol25 dataset: a structure of composition C49H45As2CrN2O3S5 at a distorted geometry (ωB97M-V with the def2-TZVPD basis set).

2S+1: 4
E_HOMO (alpha / beta) (eV): -7.52 / -7.67
⟨S²⟩: 3.82
DFT total energy (Ha): -9736.4421
Orbital gap (alpha / beta) (eV): 6.5 / 8.0
Charge: 0
LUMO energy (alpha / beta) (Eh): -0.0375 / 0.0138
Max |F| (Eh/bohr): 0.0284

Last column: Mulliken charge in e.
Geometry (Å):
H -1.881842 -0.396143 -2.906986  0.12
H -0.362069 -2.534567 4.533500  0.39
N -3.668931 0.001227 3.304348  0.05
H 2.065799 -5.799124 1.097203  0.42
C 4.747248 -3.465087 1.967927  -0.53
C -3.229135 -1.888536 -3.630239  -0.61
C 1.287445 -4.046684 0.133694  -0.34
H -1.140585 -3.063549 3.030289  0.41
C -5.153894 3.041905 2.562154  -1.01
C -2.967217 3.135528 -1.586298  -0.45
C 3.490843 -1.417876 1.826272  -0.32
H -4.931279 2.601066 -3.121601  0.56
H -4.197845 0.415819 2.551827  0.11
C -1.827315 4.275597 -3.256642  -0.79
N -1.891403 -1.305920 3.870802  -0.03
H -2.730768 6.280043 -3.153831  0.46
C 7.288464 2.159214 -1.331475  -0.48
H -6.854793 0.989520 -3.900336  0.40
H 3.097156 -1.461154 -2.357884  0.32
H 2.326292 4.384084 0.044867  0.47
C -0.030636 1.316189 2.584463  -0.43
H 2.716603 -5.522921 -3.128733  0.40
C 2.137710 3.965507 1.026827  -0.93
C 2.824874 4.432777 2.136158  -0.68
H 3.091682 4.292986 4.268668  0.41
O 0.192278 0.236260 1.839638  0.65
C -1.774586 -3.683630 -2.098287  -0.44
H 6.904113 3.272554 0.463152  0.41
S -3.643636 4.712556 -1.527991  -0.07
As 0.106510 -1.712094 -1.044615  1.16
H 8.255113 2.616247 -1.505800  0.37
C 2.565217 -0.520123 -2.225329  -1.38
C 5.557056 0.620671 -1.993781  -0.30
C -4.627208 1.315510 -1.418008  -0.96
O -0.965684 1.380332 3.362305  -0.40
C -6.427255 -0.215308 -2.159804  -0.51
C -2.137315 -1.448886 -2.893708  -0.13
H 4.690401 2.249803 0.838449  0.32
C 4.460524 -2.363059 -0.153704  -0.26
H 5.200913 -0.132846 -2.686958  0.27
H -3.780724 -0.172689 5.389322  0.41
As 3.027358 0.241407 -0.459394  0.33
H 3.564354 5.215797 2.014795  0.43
H 0.571068 0.244054 -2.536185  0.33
S -5.318818 -0.161363 -0.862820  0.22
C -5.221825 1.710509 -2.581762  -0.56
H -4.458370 -3.564919 -4.165844  0.40
C 1.182825 2.955516 1.159455  1.24
H 1.510967 -3.379850 -3.181432  0.37
C 1.131830 -3.355746 -1.064305  0.28
C -3.902071 2.517669 0.670622  -0.72
C 1.612151 2.920786 3.545451  -0.33
H 0.917555 -1.231981 -3.423563  0.80
C -3.471027 2.003061 -0.695267  3.32
H -1.216245 -4.393527 -1.501346  0.42
H 2.987485 -6.748639 -0.996438  0.36
H 2.903580 -0.641727 2.305320  0.30
S 0.243168 2.459531 -0.249325  -0.41
C 4.976518 -3.409122 0.597427  -0.72
H 7.388238 0.909367 -3.073328  0.39
S -2.688006 -1.425359 1.299307  -0.16
H -0.006708 -1.704273 2.995382  0.19
C 4.002535 -2.467345 2.582760  -0.57
H 5.149286 -4.283412 2.553363  0.39
C -0.778139 -2.202184 3.583685  -1.10
C 2.465755 -5.799266 -1.012553  -0.56
H -1.106835 4.411068 -4.052119  0.41
H -1.450826 2.149150 -2.749491  0.36
H -1.749023 -0.667926 4.638503  0.34
H -4.651918 1.189006 4.681166  0.39
C -2.873351 -4.121507 -2.826538  -0.75
C -6.266588 0.839086 -3.004359  -0.93
O -2.433639 1.056522 -0.517797  0.57
C 4.788334 0.986776 -0.893118  0.19
C 1.646555 -3.894295 -2.237617  -0.37
C -3.937118 3.533347 2.924991  -0.53
H -3.160552 -5.165701 -2.788435  0.40
C -2.013117 3.052026 -2.549956  -0.52
H -6.000061 2.025113 0.785322  0.65
C 6.800086 1.204071 -2.212794  -0.74
H -3.795491 -1.180058 -4.218854  0.39
C -3.600359 -3.225595 -3.598075  -0.57
H -3.660703 4.024240 3.846549  0.54
H -6.037154 3.097791 3.184854  0.48
H -2.887848 1.261694 4.805677  0.27
C -5.132052 2.458242 1.261220  -0.64
C -2.742702 -0.882526 2.923332  0.05
C -2.656356 5.258468 -2.811268  -0.63
C 1.069588 -0.723749 -2.471935  -1.33
C -3.739011 0.603132 4.622182  -1.10
C 1.948208 -5.269314 0.160138  -0.64
C 2.561940 3.917268 3.402268  -0.86
Cr -1.053317 0.683268 0.536420  0.47
C 2.317847 -5.108550 -2.210610  -0.80
C 3.715933 -1.355991 0.453072  0.42
C 5.285126 1.948830 -0.016453  -0.40
H 5.555054 -4.186012 0.110511  0.43
S -2.773598 3.324291 1.696811  0.16
C 0.947682 2.429571 2.429428  0.28
H 0.896332 -3.623488 1.051882  0.35
H -7.124179 -1.037302 -2.238631  0.49
H 4.658774 -2.337566 -1.219424  0.27
C 6.529595 2.528082 -0.228399  -0.66
H 3.823537 -2.502363 3.650707  0.44
C -1.391666 -2.343982 -2.132007  0.18
H 1.386039 2.508030 4.522372  0.50
H 2.951297 0.182716 -2.963361  0.73

Atoms 1-6, force components in eV/Å:
0.0008 0.0403 0.0013
-0.0142 -0.0132 0.0028
0.0088 0.0735 -0.0692
0.0023 0.0053 -0.0113
-0.0434 0.0620 -0.0058
0.0357 -0.0111 0.0383